Record 1
A molecular structure, AgCl2 at a distorted geometry. Source: OMol25; level of theory: wB97M-V/def2-TZVPD.

The net charge is -1. As for the energy above the lowest of the compared OMol25 structures with the same formula, charge and spin: 0.2041 eV. The value obtained for the highest occupied orbital energy is -4.91 eV. For the orbital gap, the calculation gives 7.63 eV.

Structure (XYZ):
```
3
Properties=species:S:1:pos:R:3:forces:R:3:lowdin_charge:R:1
Ag 1.0271 -0.0391 0.3861 -1.73 0.08 -0.62 0.3019
Cl -1.2204 0.8940 1.6032 1.05 -0.25 -0.13 -0.6650
Cl 0.1933 -0.8549 -1.9892 0.68 0.18 0.74 -0.6368
```
Forces are in eV/Å.


Record 2
A molecular structure, AgH14O11P at a distorted geometry. Source: OMol25; level of theory: wB97M-V/def2-TZVPD.

The net charge is -2. As for the energy above the lowest of the compared OMol25 structures with the same formula, charge and spin: 0.0000 eV. The value obtained for the highest occupied orbital energy is 1.60 eV. For the orbital gap, the calculation gives 2.82 eV.

Structure (XYZ):
```
27
Properties=species:S:1:pos:R:3:forces:R:3:lowdin_charge:R:1
Ag -0.1307 0.0590 0.2939 -0.12 -0.05 0.51 0.7592
P 2.6826 0.4410 -1.3912 7.24 0.98 -2.85 -0.3883
O -1.6398 -2.0181 -0.8642 0.16 -0.52 0.62 -0.0496
O 1.7322 0.6472 1.7892 -1.93 -0.41 2.52 -0.1646
O 3.5765 -0.4534 -2.2082 1.17 -1.02 -1.41 -0.4738
O 1.4265 -0.2139 -1.2265 -8.33 -6.11 1.93 -0.4143
O -3.2206 -0.0053 0.1173 -1.58 0.15 2.06 -0.0529
O 2.2896 1.7120 -1.9809 -1.04 5.60 -2.80 -0.4190
O -1.0224 2.1800 0.8729 -1.09 -0.56 -1.29 -0.0674
O 1.1148 -2.0653 0.5275 -0.94 -2.74 2.26 -0.0978
O -1.1616 -0.7126 2.2542 0.57 -1.36 0.23 -0.0493
O 3.3291 0.6756 -0.0806 1.61 0.49 5.11 -0.3747
O -0.6701 0.6856 -2.0057 -2.47 1.77 -1.29 -0.1643
H -0.7499 -0.3250 3.0073 1.37 0.28 0.78 0.0301
H -3.1845 0.5417 -0.6331 0.52 1.31 -1.46 0.0036
H 2.4067 0.6521 1.0445 1.87 0.51 -1.83 -0.0712
H 1.6143 1.5058 2.1952 0.44 0.24 -0.32 -0.0062
H -2.3198 -2.0279 -1.5242 -0.35 -0.06 -0.98 0.0400
H 0.2316 0.4297 -1.7059 1.88 -1.00 -0.45 -0.1023
H 0.8165 -2.7896 -0.0264 0.08 0.00 -0.15 0.0168
H -1.4509 2.4249 1.6703 0.15 0.76 1.06 0.0175
H -0.4604 1.5737 -2.3519 -0.08 -0.48 0.17 0.0291
H -1.6432 -2.9064 -0.4849 0.13 0.17 0.05 0.0610
H 1.4863 -1.4653 -0.0946 1.30 1.78 -2.07 -0.0539
H -0.2041 2.6081 0.6583 0.72 0.63 0.31 0.0447
H -2.8439 -0.8188 -0.1650 1.06 -1.13 -0.19 -0.0449
H -2.0045 -0.3346 2.3128 -2.35 0.78 -0.52 -0.0076
```
Forces are in eV/Å.


Record 3
A molecular structure, AlF6P at a distorted geometry. Source: OMol25; level of theory: wB97M-V/def2-TZVPD.

The net charge is +2. As for the energy above the lowest of the compared OMol25 structures with the same formula, charge and spin: 2.4607 eV. The value obtained for the highest occupied orbital energy is -20.94 eV. For the orbital gap, the calculation gives 2.53 eV.

Structure (XYZ):
```
8
Properties=species:S:1:pos:R:3:forces:R:3:lowdin_charge:R:1
P 0.5381 0.2791 -0.4518 1.64 -0.48 -0.78 0.2120
Al -3.5286 -1.8960 3.0618 -0.22 -0.12 0.18 1.1421
F -0.4160 0.9615 0.5997 -0.94 0.44 0.74 0.0809
F -0.6677 -0.7323 -0.8877 0.55 0.23 -0.10 0.0789
F 1.7119 1.3048 -0.0107 -0.69 -1.04 -0.46 0.0943
F 1.5758 -0.4175 -1.5129 -1.46 0.68 1.37 0.0880
F -0.0506 1.3047 -1.5364 0.60 -0.34 0.04 0.1754
F 0.8372 -0.8043 0.7380 0.53 0.62 -0.99 0.1284
```
Forces are in eV/Å.


Record 4
A molecular structure, AlIO2V at a distorted geometry. Source: OMol25; level of theory: wB97M-V/def2-TZVPD.

The net charge is +3. As for the energy above the lowest of the compared OMol25 structures with the same formula, charge and spin: 0.0000 eV. The value obtained for the highest occupied orbital energy is -22.91 eV. For the orbital gap, the calculation gives 3.02 eV.

Structure (XYZ):
```
5
Properties=species:S:1:pos:R:3:forces:R:3:lowdin_charge:R:1
I -5.0884 -33.4226 30.7098 0.09 0.38 0.53 1.1772
V -5.3835 -33.6971 33.7617 0.32 0.64 1.77 0.9983
Al -6.1896 -35.2937 26.2852 -0.14 -0.24 -0.68 1.0404
O -4.0956 -33.0396 34.4602 -3.23 -0.57 -1.23 -0.1050
O -6.8159 -33.1119 34.1491 2.97 -0.20 -0.39 -0.1108
```
Forces are in eV/Å.